# C35H80FN2O13S3

A cluster of 10 separate species, C35H80FN2O13S3 in total in a non-equilibrium geometry (ωB97M-V/def2-TZVPD, OMol25).

Geometry as XYZ:
```
134
Properties=species:S:1:pos:R:3:forces:R:3:lowdin_charge:R:1
O 5.463 -5.900 2.346 -1.032 -0.313 -0.632 0.193
C 7.901 -1.736 -0.413 -0.346 0.021 0.124 -0.153
C -0.953 -6.230 0.787 -1.273 -0.380 0.629 -0.090
H -8.141 -0.432 8.676 0.159 -0.654 -0.687 0.067
H -1.228 3.084 -6.612 0.189 0.110 0.060 0.067
H 2.911 2.002 -2.860 0.188 -0.210 0.064 0.076
O 0.849 2.002 -2.916 -0.101 0.077 0.112 -0.127
N 0.473 -5.915 1.130 1.422 0.204 0.363 -0.040
O 1.260 -0.081 3.643 -0.217 0.122 0.166 -0.156
H -4.282 -1.214 2.356 -0.125 0.941 -0.667 0.108
H 0.895 -7.949 1.756 0.016 1.282 -0.336 0.162
O 1.879 2.040 -6.188 -0.254 0.023 0.159 -0.134
H 1.165 1.241 0.330 -0.894 0.612 0.030 0.079
H 7.370 -1.315 -1.272 0.136 -0.137 -0.166 0.062
S -3.835 -1.443 -1.937 0.465 -0.077 0.776 0.726
H 4.109 -1.848 -4.290 0.027 0.094 -0.031 0.081
H 4.590 -3.610 3.561 0.367 0.577 -0.463 0.140
H 7.770 3.250 -5.972 0.009 0.048 -0.236 0.059
C 4.733 -1.214 -3.659 0.241 0.342 0.079 -0.160
O 4.060 -2.372 0.409 -1.839 -1.191 -0.246 -0.220
H -3.967 1.354 -0.438 0.585 -1.041 0.143 0.132
N -3.401 -0.491 0.592 -0.712 -0.192 -1.587 -0.186
H -8.876 0.088 3.982 0.968 -0.290 -0.389 0.109
H 0.090 2.573 -0.293 0.137 -0.635 0.686 0.097
O 5.072 -3.751 2.717 -2.100 -1.430 0.104 0.073
H -6.052 -0.345 0.035 0.403 -0.321 0.870 0.106
C -8.466 -0.550 6.434 0.820 -0.531 1.098 -0.255
H -6.370 1.761 1.260 -0.580 -0.535 0.651 0.109
C 4.651 -5.026 2.311 1.620 0.267 0.696 -0.408
C -7.822 -0.294 3.884 0.666 0.911 0.943 -0.188
H -6.860 -1.605 5.363 -0.019 0.956 0.323 0.110
C 3.187 -5.315 1.862 -0.985 0.445 -0.282 -0.004
H -8.854 0.484 6.637 0.333 -0.874 -0.623 0.107
H -2.868 2.049 1.794 0.481 -0.334 -0.687 0.092
H -1.643 4.737 -7.156 0.197 0.023 0.085 0.077
H -0.244 3.852 4.429 0.208 1.209 -0.060 0.064
H -3.974 1.630 -5.334 0.247 0.104 0.050 0.063
C -6.809 0.834 1.715 0.404 -1.134 -0.410 -0.200
O 4.998 -0.002 -4.344 -0.165 0.088 0.019 -0.135
H -1.658 4.336 -5.423 -0.099 -0.035 -0.033 0.080
H 1.151 -1.007 5.490 -0.079 0.051 0.200 0.073
C -7.850 -1.082 7.812 0.002 0.276 -0.337 -0.126
H -7.400 1.823 3.567 0.678 -0.860 -0.157 0.119
H -0.731 0.926 2.279 0.012 0.266 -0.939 0.091
O 7.841 1.104 -3.505 -0.297 -0.082 0.177 -0.138
C -0.867 1.136 1.189 0.048 0.041 -0.753 -0.188
O -3.232 3.586 -6.501 -0.029 0.105 -0.040 -0.141
H 3.436 3.210 -6.876 0.170 0.058 0.099 0.079
C 7.767 4.321 -5.752 -0.287 -0.100 0.229 -0.156
H 2.099 0.910 -1.710 -0.098 0.099 -0.006 0.055
H -5.013 -0.319 -4.701 0.076 -0.043 -0.123 0.059
H 0.259 4.606 0.442 0.722 -0.417 0.808 0.101
C -0.005 4.846 3.953 -0.680 -0.602 -0.955 -0.112
H 5.551 0.537 -3.763 0.176 -0.065 -0.304 0.054
S 2.807 -2.534 1.094 1.984 3.627 1.316 0.750
H 3.889 1.584 -6.277 0.182 0.139 0.129 0.072
H -1.645 -3.483 -0.327 -0.702 -0.826 0.301 0.075
H 3.289 -7.518 2.404 -0.525 1.067 -0.416 0.153
H -6.560 0.216 5.663 -0.567 -1.042 -0.261 0.108
H 9.703 0.417 -4.086 0.087 0.041 -0.151 0.079
H 8.714 1.163 -5.361 -0.086 -0.047 0.101 0.077
O 7.425 -1.138 0.785 -0.082 0.052 0.090 -0.124
C 9.006 1.226 -4.315 0.127 0.055 0.255 -0.144
H -4.308 0.573 2.283 0.486 -0.670 -0.920 0.106
H 3.431 2.864 -5.129 -0.095 -0.050 -0.030 0.070
C 2.313 -4.268 1.318 -1.989 -2.721 -0.378 -0.092
H 6.878 4.118 -4.040 0.160 0.029 0.032 0.070
C 2.675 -6.673 2.008 -1.800 1.800 -1.029 0.097
C 1.290 -6.912 1.621 2.033 0.427 0.598 0.057
H -6.392 -1.309 1.585 0.449 0.739 -0.925 0.101
H -8.142 -2.138 8.032 0.207 0.878 -0.182 0.068
C 0.997 2.896 1.757 -0.070 -0.053 -1.580 -0.192
H -2.619 -4.905 -0.888 -0.139 0.786 0.763 0.089
H -0.078 0.237 5.163 0.058 -0.012 -0.073 0.079
H -7.861 -1.213 3.248 0.209 0.700 0.588 0.099
C -5.927 -0.377 1.146 -0.753 0.441 1.097 -0.177
H 7.747 -2.817 -0.372 0.124 -0.036 -0.220 0.076
H -0.821 0.131 0.672 -0.281 0.903 0.607 0.094
H -2.896 -5.580 1.672 1.086 0.310 -0.418 0.118
H 1.595 0.726 5.518 -0.122 -0.035 0.192 0.082
C -2.284 1.790 0.876 0.630 -0.882 -0.307 -0.162
H 8.125 1.162 -2.585 -0.070 0.057 -0.117 0.079
H -2.110 2.762 0.331 -0.395 -1.082 0.363 0.116
H -3.125 0.791 -4.002 0.163 0.144 -0.035 0.051
O 2.736 -1.891 2.389 -0.639 -1.729 -1.664 -0.244
C -2.439 -4.223 -0.011 0.927 0.123 -0.274 -0.496
H 0.622 2.500 2.730 0.325 0.637 -0.636 0.078
C 0.945 -4.642 0.965 2.053 0.696 0.543 0.055
C -1.860 3.956 -6.423 -0.151 -0.135 -0.265 -0.151
C 2.075 1.311 -2.723 -0.203 0.141 -0.398 -0.162
C -4.428 -0.342 1.651 -0.862 -0.947 1.162 -0.188
C -3.421 0.734 -5.053 -0.423 0.010 0.224 -0.163
O -4.235 -0.417 -5.260 0.025 -0.241 0.000 -0.152
H -5.876 0.888 3.743 -0.846 -0.310 -0.340 0.093
H -1.031 -6.458 -0.309 0.213 0.285 1.004 0.152
H -9.320 -1.214 6.145 0.690 0.672 0.045 0.105
H 1.109 4.905 3.886 -0.936 0.306 0.329 0.069
C -3.671 -1.543 -0.305 0.428 0.054 -0.004 -1.031
H 4.204 -1.001 -2.725 -0.040 -0.251 0.075 0.063
H -6.733 -1.046 7.727 -0.917 -0.055 0.238 0.062
C 3.240 2.448 -6.117 0.052 -0.151 -0.385 -0.151
C -1.974 -5.107 1.230 -0.388 0.833 -0.774 -0.222
H -2.530 0.652 -5.674 -0.087 -0.094 -0.010 0.079
H 1.532 5.034 1.697 -1.013 -0.152 -0.174 0.101
C 0.623 4.415 1.489 -0.969 -0.491 0.990 -0.206
C -3.061 0.774 -0.079 0.289 2.658 0.040 -0.228
H 2.148 0.489 -3.440 0.256 -0.019 0.045 0.076
C 0.353 1.971 0.610 0.653 -0.520 1.593 -0.179
F 1.678 -1.777 0.180 1.075 -2.127 1.142 -0.148
H 0.855 2.345 -3.819 -0.036 -0.138 0.049 0.059
H 2.116 2.740 1.765 -1.121 0.283 -0.075 0.107
H 2.188 -0.317 3.554 -0.170 0.100 -0.091 0.042
S -3.910 -3.224 0.460 0.016 0.206 0.404 0.838
H -1.067 5.745 2.143 0.461 -0.755 0.434 0.099
H -2.377 0.643 -0.963 -0.890 -0.324 0.910 0.106
C -6.897 0.852 3.285 -0.984 0.577 -0.835 -0.215
C -0.588 4.784 2.467 1.212 0.099 0.075 -0.239
H -1.206 -7.156 1.373 0.432 0.799 -0.737 0.138
H 0.279 -3.839 0.578 0.307 -1.041 0.270 0.141
H -3.387 3.254 -7.392 -0.075 0.047 0.138 0.081
H 1.738 1.676 -7.068 -0.087 0.014 0.161 0.079
H 8.965 -1.527 -0.510 -0.062 0.017 0.089 0.082
H -1.560 -4.397 1.997 -0.263 -0.914 -0.491 0.121
C -7.306 -0.577 5.371 -1.325 -0.083 -0.681 -0.230
H -0.470 5.701 4.500 0.617 -0.845 -0.142 0.069
O 7.698 4.522 -4.346 0.074 0.040 0.069 -0.128
H 8.687 4.768 -6.126 -0.035 0.009 0.117 0.083
H 9.482 2.192 -4.129 0.081 -0.027 -0.151 0.080
H 6.911 4.798 -6.236 0.092 -0.045 -0.213 0.077
C 0.970 -0.029 5.035 0.269 0.040 -0.199 -0.142
H -1.369 3.979 2.426 0.655 0.734 -0.166 0.083
H 5.674 -1.730 -3.447 -0.106 -0.192 0.098 0.072
H -7.842 0.652 1.294 0.982 0.523 0.422 0.118
H 6.483 -1.337 0.847 0.172 0.068 0.054 0.049
```
Positions in Å, forces in eV/Å.

Calculated values
LUMO = -5.93 eV
HOMO-LUMO gap = 4.377 eV
maximum force = 4.3 eV/A
total charge = +1
molecular weight = 852.225 g mol⁻¹
total energy = -3763.0425 hartree